No. 1
61
Properties=species:S:1:pos:R:3:lowdin_charge:R:1 method="wB97M-V/def2-TZVPD" e_homo_ev=-1.68 de_lowest_kcal_mol=93.7 gap_ev=3.81 energy_ev=-36768.5445 charge=-1 mol_weight_g_mol=389.496
Na 0.0000 0.0000 0.0000 -0.1469
C -1.0521 -0.8272 -2.8988 -0.1043
N -0.6390 -1.1780 -1.5405 -0.2690
C -1.8102 -1.5041 -0.7272 -0.2113
C 0.3374 -2.2811 -1.5717 -0.1649
C 0.9806 -2.6045 -0.2012 -0.1662
N 1.3412 -1.4193 0.5966 -0.2921
C 2.3855 -0.6217 -0.0458 -0.0679
C 1.7676 -1.8201 1.9368 -0.0717
H -1.5468 -1.6613 -3.4094 0.0748
H -0.1876 -0.5195 -3.4979 0.0803
H -1.7395 0.0261 -2.8855 0.0658
H -2.3292 -2.3973 -1.0937 0.0947
H -2.5226 -0.6710 -0.7295 0.0947
H -1.5411 -1.6670 0.3210 -0.0663
H 1.1507 -2.0118 -2.2582 0.1129
H -0.1182 -3.1950 -1.9757 0.1193
H 1.8556 -3.2485 -0.3615 0.1186
H 0.2560 -3.2033 0.3660 0.0823
H 3.3008 -1.2012 -0.2128 0.0902
H 2.6398 0.2466 0.5728 0.0858
H 2.0517 -0.2189 -1.0071 0.1035
H 2.6585 -2.4581 1.9142 0.0792
H 0.9665 -2.3637 2.4504 0.0834
H 1.9885 -0.9402 2.5515 0.0902
O 2.0571 2.7614 0.7709 -0.0544
C 1.3852 2.1821 1.6828 -0.5993
O 0.6156 1.1830 1.5167 -0.1225
C 1.5130 2.7310 3.0915 -0.1129
C 2.3411 3.8324 3.3651 -0.0291
C 2.4597 4.3388 4.6619 -0.1062
C 1.7503 3.7504 5.7075 -0.1274
C 0.9235 2.6568 5.4566 -0.1047
C 0.8066 2.1523 4.1590 -0.0330
H 2.8950 4.2917 2.5477 0.1080
H 3.1060 5.1907 4.8473 0.0878
H 1.8417 4.1429 6.7150 0.0847
H 0.3672 2.1919 6.2643 0.0872
H 0.1607 1.2978 3.9623 0.0796
C -1.9921 -3.4638 0.8246 -0.0882
N -2.7192 -2.6125 1.7495 -0.0415
C -3.5657 -3.2807 2.7211 -0.1709
C -4.5731 -2.3293 3.3210 -0.1620
C -3.8013 -1.1603 3.8845 -0.1773
N -2.9468 -0.5550 2.8791 -0.0680
C -2.4619 0.7851 3.1578 -0.0181
C -2.2934 -1.2995 1.9051 -0.3521
O -1.4021 -0.8176 1.2068 -0.0368
H -2.6825 -4.1822 0.3729 0.1049
H -1.2145 -3.9980 1.3786 0.0937
H -1.5237 -2.8827 0.0255 -0.0040
H -2.9157 -3.7061 3.4949 0.1268
H -4.0923 -4.1042 2.2262 0.1201
H -5.1586 -2.8234 4.1030 0.1148
H -5.2697 -1.9825 2.5477 0.1258
H -3.1644 -1.4742 4.7200 0.1264
H -4.5032 -0.4049 4.2547 0.1206
H -3.3021 1.4222 3.4487 0.0907
H -1.9767 1.2280 2.2836 0.0867
H -1.7384 0.7318 3.9769 0.0756
H -1.2247 1.3173 -0.5304 -0.0398

=====

No. 2
86
Properties=species:S:1:pos:R:3:lowdin_charge:R:1 method="wB97M-V/def2-TZVPD" e_homo_ev=-8.19 de_lowest_kcal_mol=339.5 gap_ev=2.05 energy_ev=-114591.7278 charge=0 mol_weight_g_mol=923.487
Hg 0.2102 -0.9313 -0.3009 0.4030
O -1.9981 -7.3282 1.2796 0.1471
C -1.3748 -6.5116 0.4412 -0.7987
O -0.5547 -6.9736 -0.3777 0.1616
O -1.5588 -5.3084 0.5830 0.1531
H -2.4700 -6.8069 1.9332 0.1232
O 4.0122 -0.9834 -5.4300 0.1907
C 3.3148 -1.1111 -4.3388 -0.8441
O 3.0513 -2.1734 -3.7984 0.2040
O 2.7522 -0.1246 -3.8667 0.1465
H 3.6300 -0.1179 -5.5927 0.1235
C 6.6713 5.9991 -0.5440 -0.2194
C 7.4521 4.7707 0.0042 -0.2310
C 6.6082 3.7943 0.7607 -0.2330
S 4.8916 4.4810 0.8722 0.7389
O 4.8702 5.2134 2.1452 -0.3600
O 3.8289 3.4640 0.6225 -0.3620
C 5.1747 5.6275 -0.6262 -0.1712
H 7.0274 6.4270 -1.4812 0.1064
H 7.0152 6.8293 0.0729 0.1067
H 8.2063 5.1012 0.7183 0.1136
H 7.8151 4.3586 -0.9373 0.1129
H 6.9999 3.1930 1.5811 0.1146
H 6.3289 3.0346 0.0306 0.0849
H 4.4460 6.4170 -0.4423 0.0978
H 4.9700 4.9593 -1.4627 0.0996
C -2.4962 3.0096 7.2767 -0.2294
C -1.0762 3.2991 6.7851 -0.2535
C -0.2517 2.0356 6.7161 -0.1835
S -1.5700 0.7986 6.1015 0.7384
O -1.5818 -0.4009 6.9713 -0.3546
O -1.3177 0.6825 4.6667 -0.3619
C -2.9780 1.9512 6.3368 -0.2457
H -3.1417 3.8838 7.1917 0.1209
H -2.4902 2.5842 8.2802 0.1207
H -0.5791 3.9774 7.4786 0.1156
H -1.1815 3.7634 5.8046 0.1203
H -0.1165 1.7211 7.7510 0.0906
H 0.7213 2.0020 6.2260 0.1097
H -3.8552 1.3572 6.5935 0.1048
H -3.2088 2.3900 5.3661 0.1050
C -6.1861 3.0244 -3.7268 -0.1881
C -6.7895 3.5256 -2.3026 -0.2108
C -5.7858 4.3596 -1.5070 -0.2021
S -4.0553 3.8747 -2.1862 0.7869
O -3.7201 2.5383 -1.5848 -0.3767
O -3.1637 5.0877 -2.1677 -0.3798
C -4.7600 3.5311 -3.9008 -0.2247
H -6.8393 3.2747 -4.5627 0.1059
H -6.1370 1.9426 -3.6026 0.1017
H -7.1392 2.7479 -1.6237 0.0993
H -7.7192 4.0841 -2.4116 0.0985
H -5.8229 4.4439 -0.4209 0.1048
H -5.8724 5.3062 -2.0404 0.0850
H -4.0810 2.8782 -4.4492 0.1011
H -4.9118 4.4669 -4.4388 0.0958
C 4.0283 -6.8890 5.1046 -0.2608
C 5.5390 -6.5693 4.8883 -0.1877
C 5.7030 -5.3171 3.9459 -0.2217
S 4.3391 -4.2025 4.4054 0.7674
O 3.6818 -3.6722 3.1764 -0.3717
O 4.8518 -3.2606 5.4542 -0.3735
C 3.2564 -5.6465 5.1727 -0.1848
H 3.9814 -7.5159 5.9950 0.1123
H 3.7222 -7.6241 4.3603 0.1130
H 6.1343 -7.3936 4.4957 0.1087
H 5.8393 -6.3225 5.9066 0.1084
H 5.6261 -5.5934 2.8943 0.0984
H 6.5297 -4.6072 3.9715 0.0939
H 2.4239 -5.6832 4.4701 0.0931
H 2.8627 -5.4292 6.1656 0.1033
C -5.1325 -2.9836 -8.1335 -0.2137
C -4.3163 -1.7424 -8.4046 -0.2450
C -2.8951 -1.8231 -7.7549 -0.1814
S -3.1235 -2.8598 -6.1740 0.7062
O -2.9122 -1.9556 -5.1178 -0.3404
O -2.3721 -4.1406 -6.1887 -0.3440
C -5.0204 -3.0629 -6.5525 -0.1837
H -5.1108 -4.0050 -8.5135 0.1177
H -6.1440 -2.6531 -8.3695 0.1043
H -4.8499 -0.8605 -8.0502 0.1156
H -4.1924 -1.7069 -9.4869 0.1096
H -2.2441 -0.9548 -7.6530 0.0987
H -2.3953 -2.6057 -8.3257 0.0810
H -5.6415 -2.3540 -6.0050 0.0907
H -5.3826 -4.0055 -6.1422 0.0830